Entry 1:
Formula: C33H63Cl9O24
Source: the OMol25 dataset
Level of theory: ωB97M-V with the def2-TZVPD basis set

Geometry (Å):
C  30.2429  -27.1092  5.7483
Cl  30.0053  -26.4359  7.3816
Cl  28.6937  -27.5806  4.9702
Cl  31.2475  -28.5665  5.9273
H  30.7417  -26.4082  5.0790
C  25.6079  -19.4978  9.4379
Cl  25.5312  -18.2276  8.1660
Cl  24.4359  -19.0713  10.8173
Cl  27.2740  -19.7873  10.0128
H  25.2550  -20.4357  9.0090
C  30.1621  -19.6477  7.3126
Cl  30.6468  -19.8006  9.0521
Cl  31.6676  -19.7113  6.2711
Cl  29.2057  -18.1470  7.3248
H  29.5151  -20.4948  7.0847
C  29.0853  -24.1013  9.7056
O  30.5357  -24.1186  9.6553
C  31.1800  -23.3402  8.7514
O  30.6311  -22.7964  7.8076
O  32.4477  -23.5000  8.9277
C  33.3581  -22.7654  8.1177
H  28.7818  -23.0823  9.9457
H  28.8439  -24.7694  10.5324
H  28.6552  -24.5347  8.8027
H  33.1984  -22.8480  7.0426
H  34.3746  -23.0966  8.3303
H  33.4441  -21.6910  8.2797
C  28.4470  -17.4489  3.8223
O  27.7864  -18.4174  3.1039
C  27.8114  -19.7577  3.4431
O  28.4594  -20.3014  4.3230
O  27.1853  -20.3657  2.4856
C  26.6518  -21.6486  2.6603
H  28.4951  -16.5279  3.2413
H  29.4775  -17.7490  4.0125
H  28.0122  -17.3107  4.8122
H  27.4115  -22.3408  3.0234
H  26.1480  -21.9341  1.7369
H  25.8073  -21.6130  3.3485
C  31.8915  -23.6645  4.7252
O  31.2450  -24.4543  3.7289
C  31.9704  -24.8865  2.7196
O  33.1834  -24.6735  2.5526
O  31.2398  -25.6287  1.9192
C  31.7439  -26.0727  0.6659
H  32.2880  -22.7703  4.2444
H  32.6967  -24.2259  5.1992
H  31.2450  -23.4108  5.5652
H  31.9109  -27.1491  0.6284
H  32.6457  -25.5367  0.3699
H  30.9524  -25.9219  -0.0682
C  23.0560  -23.1916  6.7235
O  21.7746  -23.7153  6.5203
C  21.2386  -23.5102  5.3394
O  21.8170  -23.0377  4.3441
O  19.9894  -23.9291  5.4324
C  19.2247  -23.8831  4.2397
H  22.9380  -22.1158  6.8534
H  23.7752  -23.2617  5.9075
H  23.4527  -23.4767  7.6979
H  18.6419  -22.9704  4.1150
H  18.5280  -24.7176  4.3194
H  19.8144  -24.0490  3.3381
C  24.7004  -30.4921  5.9394
O  23.9136  -29.3109  5.7340
C  24.2575  -28.4592  4.7879
O  25.2619  -28.5679  4.0806
O  23.4035  -27.3726  4.9065
C  23.6786  -26.2041  4.1741
H  25.7594  -30.2536  6.0390
H  24.4184  -31.0838  5.0685
H  24.4309  -30.9700  6.8812
H  22.9668  -25.3957  4.3414
H  23.6640  -26.4595  3.1145
H  24.6759  -25.8007  4.3490
C  26.5601  -25.8403  2.1885
O  27.5061  -26.2535  1.1975
C  27.8155  -25.3796  0.2321
O  27.6324  -24.1813  0.2605
O  28.4849  -25.9844  -0.6808
C  28.9658  -25.2390  -1.7970
H  26.9061  -25.0856  2.8948
H  26.4430  -26.7179  2.8244
H  25.5803  -25.5833  1.7860
H  29.4279  -25.8959  -2.5340
H  29.6923  -24.4943  -1.4720
H  28.1038  -24.7762  -2.2775
C  25.9754  -26.5455  7.0766
O  25.6652  -27.5881  8.0867
C  24.9047  -27.1425  9.1195
O  24.3933  -26.0566  9.3014
O  24.8521  -28.2052  10.0554
C  24.2224  -27.9782  11.3099
H  26.7580  -25.8632  7.4083
H  25.1186  -25.9271  6.8092
H  26.1721  -26.9893  6.1007
H  23.1502  -27.9497  11.1155
H  24.6168  -27.1437  11.8896
H  24.4328  -28.9357  11.7863
C  26.6825  -22.3567  6.9335
C  27.0559  -23.3459  5.8034
O  26.1571  -23.9525  5.1962
C  28.5041  -23.5667  5.4369
H  25.9216  -22.7554  7.6043
H  26.3655  -21.4173  6.4805
H  27.6083  -22.2112  7.4901
H  28.8849  -22.7607  4.8097
H  28.7843  -24.4645  4.8859
H  29.0566  -23.6688  6.3709
C  23.5112  -23.4948  11.6261
C  24.4275  -22.9801  10.5751
O  24.0762  -22.2878  9.6426
C  25.8724  -23.3631  10.6077
H  22.5134  -23.1777  11.3230
H  23.7873  -23.0961  12.6023
H  23.4651  -24.5837  11.6106
H  25.9449  -24.4495  10.5575
H  26.3084  -23.1063  11.5731
H  26.3972  -22.8969  9.7739
C  23.9243  -19.6380  5.3376
C  23.5131  -19.0698  3.9625
O  23.3240  -19.8198  2.9758
C  23.4678  -17.5696  3.8058
H  24.0495  -20.7078  5.1708
H  23.2776  -19.4843  6.2015
H  24.9544  -19.3434  5.5383
H  22.5469  -17.1256  4.1838
H  23.4637  -17.2142  2.7754
H  24.3267  -17.1023  4.2874

HOMO-LUMO gap   9.7518 eV
Total energy   -197082.4813 eV

Atom charges from the Mulliken analysis, given in e for atoms 1 to 2: number 1, C, carries 0.906; number 2, Cl, carries -0.134

Entry 2:
Formula: C33H63ClFNO16PS
Source: the OMol25 dataset
Level of theory: ωB97M-V with the def2-TZVPD basis set

Geometry (Å):
C  -1.6946  -4.3773  -2.1986
C  -0.4210  -4.1362  -1.3902
Cl  0.4983  -5.6712  -1.2734
C  0.4639  -3.0314  -2.0107
C  0.4789  -1.5862  -1.4397
C  1.3161  -0.7393  -2.4330
C  0.7394  0.6045  -2.8870
C  -0.1926  0.5028  -4.0798
F  -0.1972  1.7158  -4.7562
O  -0.8264  -1.0540  -1.4564
C  -1.7273  -1.4632  -0.4569
C  -1.2021  -1.4069  0.9727
C  -2.1875  -2.1546  1.8750
C  -3.4679  -1.3217  2.1101
C  -4.7504  -2.1507  1.9727
C  -5.3072  -2.1693  0.5664
O  -4.6423  -3.2309  -0.1776
C  -4.7462  -3.1813  -1.5219
O  -4.5571  -2.2027  -2.1778
N  0.2255  -1.9832  1.1024
P  0.7887  -1.7821  2.8387
O  0.4019  -2.9825  3.5419
O  0.0373  -0.4853  3.3367
O  2.3264  -1.4612  2.8336
C  1.1413  -1.4446  -0.0214
S  1.2962  0.3598  0.3998
C  2.5402  -2.1001  0.0088
C  2.5825  -3.5649  0.4053
O  1.9455  -3.9742  1.3347
O  3.4058  -4.3588  -0.2729
H  -1.4771  -5.0409  -3.0367
H  -2.4682  -4.8389  -1.5839
H  -2.0687  -3.4371  -2.6126
H  -0.7212  -3.9253  -0.3636
H  1.4845  -3.4014  -2.1190
H  0.1025  -2.8912  -3.0330
H  1.4754  -1.3411  -3.3311
H  2.3116  -0.5751  -2.0401
H  0.2596  1.1463  -2.0740
H  1.5876  1.2142  -3.2145
H  0.1464  -0.2676  -4.7782
H  -1.2215  0.2797  -3.7923
H  -2.1586  -2.4447  -0.6766
H  -2.5578  -0.7578  -0.5100
H  -1.1395  -0.3644  1.2796
H  -2.4591  -3.0856  1.3655
H  -1.7473  -2.4131  2.8340
H  -3.5043  -0.4638  1.4300
H  -3.4181  -0.8996  3.1163
H  -4.5262  -3.1820  2.2610
H  -5.5261  -1.7927  2.6488
H  -6.3799  -2.3675  0.5654
H  -5.1164  -1.2208  0.0577
H  -5.0344  -4.1546  -1.9460
H  0.1565  -3.0071  1.0432
H  0.5524  0.3349  3.2560
H  2.5831  -0.5274  2.8806
H  2.6121  0.4395  0.1701
H  3.0218  -1.9437  -0.9561
H  3.1560  -1.5827  0.7427
H  3.8386  -3.9058  -1.0085
O  2.8287  2.2955  3.9329
C  2.4273  2.2845  5.0718
O  1.0983  2.3630  5.2599
C  0.4807  2.1561  6.5480
C  0.4724  3.4143  7.3865
C  3.3606  2.2349  6.2532
H  0.9540  1.3185  7.0606
H  -0.5357  1.8528  6.3047
H  1.4814  3.7458  7.6300
H  -0.0603  3.2330  8.3199
H  -0.0294  4.2200  6.8516
H  3.6804  3.2536  6.4739
H  4.2355  1.6576  5.9671
H  2.9278  1.8028  7.1500
O  4.1601  -0.3624  -3.1789
C  5.1580  0.2648  -2.9100
O  5.7686  -0.0178  -1.7408
C  7.0392  0.5622  -1.3825
C  6.8867  1.9293  -0.7541
C  5.6610  1.3750  -3.7856
H  7.6994  0.5808  -2.2483
H  7.4604  -0.1449  -0.6702
H  6.4556  2.6467  -1.4519
H  7.8612  2.3041  -0.4413
H  6.2419  1.8739  0.1238
H  5.1030  2.2787  -3.5373
H  5.4476  1.1227  -4.8199
H  6.7183  1.5981  -3.7010
O  -7.8507  -2.5444  3.2480
C  -8.5900  -1.5984  3.3128
O  -8.2759  -0.5019  2.5872
C  -9.1563  0.6276  2.4686
C  -9.0040  1.5967  3.6204
C  -9.7986  -1.5870  4.2145
H  -10.1866  0.2939  2.3465
H  -8.8598  1.0978  1.5327
H  -9.2845  1.1418  4.5703
H  -9.6383  2.4686  3.4601
H  -7.9692  1.9306  3.6968
H  -9.4717  -1.2947  5.2128
H  -10.1839  -2.6015  4.2667
H  -10.5943  -0.9189  3.9000
O  6.6924  3.3871  -5.7028
C  5.8267  4.1237  -6.0960
O  4.9359  4.5869  -5.1926
C  3.9310  5.5610  -5.5194
C  2.6920  4.9257  -6.1122
C  5.6703  4.4690  -7.5557
H  4.3474  6.3331  -6.1660
H  3.7001  6.0330  -4.5660
H  2.9050  4.4364  -7.0626
H  1.9299  5.6858  -6.2847
H  2.2859  4.1773  -5.4315
H  5.0993  3.6710  -8.0312
H  6.6612  4.4905  -8.0005
H  5.1721  5.4140  -7.7484

HOMO-LUMO gap   10.0097 eV
Charge   +1
Total energy   -104854.2353 eV

Atom charges from the Mulliken analysis, given in e for atoms 1 to 2: number 1, C, carries -1.650; number 2, C, carries 1.327

- Which value of total energy does entry 1 give?
  -197082.4813 eV

- The highest total energy belongs to which entry?
  C33H63ClFNO16PS

- Which value of HOMO-LUMO gap does entry 1 give?
  9.7518 eV